Below is C50H40Cl2NO5P2PtSSi as an isolated structure in a non-equilibrium geometry, with properties calculated with ωB97M-V with the def2-TZVPD basis set.

Structure (XYZ):
```
103
Properties=species:S:1:pos:R:3:forces:R:3:lowdin_charge:R:1
Pt -0.217 -0.518 0.277 -0.9 0.1 -0.6 0.95
C -3.089 1.954 -2.829 0.5 -0.4 0.5 -0.15
Si -1.728 1.309 -1.670 -0.2 0.6 -0.4 0.62
C -2.087 0.029 -0.387 -0.1 -0.6 0.4 -0.37
C -3.238 -0.745 -0.293 1.2 1.9 -0.5 -0.16
C -3.256 -2.123 -0.244 1.7 -2.3 0.5 -0.07
C -2.137 -2.978 -0.358 -2.7 0.6 0.5 -0.11
C -0.841 -2.778 -0.812 1.9 1.7 -0.7 -0.10
C -0.139 -1.754 -1.536 -1.7 -0.3 0.0 -0.50
P -0.648 -0.471 -2.777 0.0 -0.2 0.2 1.14
C -1.545 -1.304 -4.102 -0.1 0.3 0.3 -0.33
C -1.872 -2.654 -4.042 0.1 0.2 0.1 -0.08
C -2.595 -3.222 -5.075 0.0 -0.1 0.0 -0.05
C -2.994 -2.450 -6.153 0.0 0.0 0.0 -0.05
C -2.676 -1.102 -6.208 0.0 0.0 -0.1 -0.05
C -1.963 -0.520 -5.178 0.0 0.0 0.1 -0.11
C 0.942 0.091 -3.428 -0.2 0.2 0.0 -0.32
C 1.842 0.641 -2.516 0.0 0.0 0.0 -0.10
C 3.051 1.139 -2.958 0.0 0.0 0.1 -0.05
C 3.364 1.106 -4.309 0.0 -0.1 -0.1 -0.05
C 2.480 0.538 -5.210 0.1 0.0 -0.1 -0.06
C 1.269 0.024 -4.776 -0.2 -0.1 0.1 -0.06
C -0.328 2.564 -1.387 -0.4 -0.4 0.2 -0.31
C 0.074 3.382 -2.436 -0.3 -0.2 0.0 -0.09
C 1.169 4.219 -2.314 0.2 0.1 0.1 -0.05
C 1.884 4.256 -1.128 0.0 0.1 -0.3 -0.04
C 1.479 3.485 -0.053 -0.2 -0.2 0.2 -0.05
C 0.375 2.650 -0.173 0.3 0.1 -0.1 -0.38
P -0.179 1.633 1.216 -0.2 0.2 0.5 1.00
C 0.788 2.017 2.690 -0.1 -0.5 -0.4 -0.36
C 2.027 1.393 2.829 -0.1 0.1 -0.2 -0.11
C 2.802 1.656 3.943 0.1 0.2 0.0 -0.06
C 2.340 2.518 4.927 0.1 0.2 -0.2 -0.06
C 1.097 3.121 4.795 0.0 0.1 -0.1 -0.05
C 0.310 2.867 3.687 0.0 0.1 -0.1 -0.06
C -1.858 2.267 1.507 0.2 -0.3 -0.1 -0.38
C -2.339 3.473 1.004 0.1 -0.1 0.0 -0.07
C -3.664 3.816 1.216 0.0 0.1 -0.1 -0.06
C -4.502 2.974 1.928 0.0 0.0 0.0 -0.05
C -4.018 1.783 2.446 -0.1 0.0 0.0 -0.05
C -2.703 1.431 2.230 0.2 0.0 0.0 -0.11
H -2.700 2.610 -3.601 0.2 0.1 -0.1 0.03
H -3.833 2.510 -2.268 -0.1 0.1 0.2 0.04
H -3.584 1.121 -3.316 -0.1 -0.2 0.0 0.03
H -4.194 -0.235 -0.230 -0.1 0.1 -0.7 0.12
H -4.204 -2.612 -0.079 -0.1 -0.1 0.2 0.11
H -2.321 -3.991 -0.020 -0.1 -0.1 -0.2 0.11
H -0.189 -3.643 -0.684 0.0 0.1 0.3 0.13
H -1.560 -3.252 -3.199 0.0 -0.1 0.0 0.09
H -2.844 -4.271 -5.036 0.0 -0.1 0.0 0.12
H -3.555 -2.898 -6.957 -0.1 -0.1 -0.1 0.11
H -2.984 -0.506 -7.053 -0.1 0.1 -0.1 0.12
H -1.721 0.535 -5.203 0.0 0.1 -0.1 0.11
H 1.606 0.647 -1.457 0.1 0.1 -0.1 0.08
H 3.748 1.554 -2.247 0.1 0.1 0.1 0.12
H 4.307 1.502 -4.655 0.1 0.0 0.0 0.11
H 2.730 0.488 -6.260 0.0 0.0 -0.1 0.11
H 0.591 -0.440 -5.479 0.0 0.0 -0.1 0.10
H -0.464 3.360 -3.372 -0.1 0.0 -0.2 0.10
H 1.462 4.838 -3.146 0.1 0.1 -0.1 0.11
H 2.751 4.890 -1.036 0.1 0.1 0.0 0.12
H 2.008 3.539 0.889 0.0 0.0 0.1 0.11
H 2.360 0.705 2.062 0.1 0.0 0.1 0.08
H 3.767 1.185 4.056 0.1 -0.1 0.1 0.12
H 2.935 2.695 5.807 0.0 0.0 0.1 0.11
H 0.740 3.773 5.575 -0.1 0.0 0.1 0.12
H -0.663 3.328 3.585 0.0 0.0 0.1 0.11
H -1.692 4.141 0.451 0.0 0.0 0.0 0.11
H -4.046 4.745 0.821 0.0 0.1 0.0 0.11
H -5.535 3.242 2.076 -0.2 0.1 0.0 0.11
H -4.666 1.126 3.004 -0.1 -0.1 0.1 0.11
H -2.302 0.495 2.592 -0.1 -0.1 0.1 0.08
Cl 4.480 -6.655 -0.669 0.0 0.0 0.0 0.75
C 3.484 -5.299 -1.035 0.0 -0.3 -0.5 -0.64
C 2.945 -5.182 -2.321 0.1 0.4 0.7 -0.06
C 2.144 -4.088 -2.601 -0.4 0.0 -0.2 -0.54
Cl 1.422 -3.928 -4.164 0.1 -0.1 0.1 0.80
C 1.867 -3.118 -1.644 0.0 0.5 0.5 -0.21
O 1.100 -2.054 -2.050 1.6 -1.3 0.4 -0.13
C 2.462 -3.201 -0.352 -0.3 -1.3 -1.9 -0.10
C 2.395 -2.168 0.616 -0.4 2.9 0.7 -0.12
O 1.902 -1.005 0.488 0.9 -2.7 0.4 -0.13
C 3.251 -4.344 -0.076 -0.3 0.9 0.2 -0.01
H 3.144 -5.922 -3.076 0.0 -0.1 -0.1 0.12
H 2.911 -2.399 1.558 0.0 0.2 0.0 0.13
H 3.707 -4.434 0.897 0.1 -0.1 0.1 0.13
N -0.394 -2.014 2.496 -0.3 -0.2 -1.4 0.05
C 0.039 -1.457 3.699 0.5 0.4 1.4 -0.34
C 1.367 -1.637 4.096 -0.5 -0.2 -0.1 -0.05
C 1.844 -1.050 5.252 -0.4 0.0 -0.6 -0.06
C 0.990 -0.227 5.943 1.0 1.3 1.3 -0.26
C -0.348 -0.109 5.656 0.0 -0.2 -0.7 -0.04
C -0.828 -0.723 4.513 0.1 -0.4 -0.3 -0.04
S 1.606 0.638 7.444 -1.9 -3.1 -1.6 0.41
O 3.030 0.702 7.273 1.0 0.4 0.3 -0.34
O 0.896 1.888 7.463 -0.1 1.0 0.4 -0.33
O 1.083 -0.425 8.288 0.5 0.7 1.5 -0.33
H -1.368 -2.298 2.487 0.2 -0.2 0.0 0.09
H 0.227 -2.749 2.172 -0.4 -0.2 0.2 0.08
H 2.017 -2.259 3.501 0.1 -0.3 -0.2 0.08
H 2.857 -1.189 5.594 0.2 0.1 0.0 0.12
H -0.977 0.465 6.315 -0.1 0.2 0.0 0.12
H -1.877 -0.655 4.270 -0.2 -0.1 -0.1 0.09
```
Forces are in eV/Å.

Highest occupied orbital energy = -8.98 eV
Net charge = +1
E_LUMO = -4.87 eV
Molecular weight = 1122.957 g/mol
Energy = -4770.0677 hartree
Maximum force = 0.0773 hartree/bohr
Gap between HOMO and LUMO = 4.109 eV
ΔE to the lowest compared entry with this formula, charge and spin = 98.5 kcal/mol
Spin multiplicity = 1